Entry from OMol25: 2 unconnected molecules or ions with the total composition C2H8N4O in a non-equilibrium geometry (ωB97M-V with the def2-TZVPD basis set).

- Relative energy (zero: lowest compared OMol25 entry of this formula, charge and spin): 75.9 kcal/mol
- LUMO level: -7.8 eV
- Frontier orbital gap: 10.19 eV
- Charge: +2
- Maximum force: 5.5 eV/Å
- Electronic energy: -374.45726 hartree

Geometry (Å):
C1 4.016605 5.757370 3.120747
C2 -2.541427 -5.679728 -2.758469
N1 4.509769 4.825088 3.687843
N2 -4.290710 -6.126764 -1.394242
N3 3.756919 7.869886 1.874951
N4 -3.841410 -5.371064 -2.236646
O1 3.663720 6.443655 2.221705
H1 -1.736795 -5.381300 -2.005935
H2 -2.456475 -6.799393 -2.709400
H3 -2.292676 -5.203524 -3.698372
H4 4.179524 3.960627 4.241097
H5 -5.312919 -5.968503 -1.020178
H6 3.780751 7.818752 0.876997
H7 2.834392 8.249545 2.231102
H8 -4.269267 -4.394647 -2.431198

Forces on the atoms, in the same order (eV/Å):
C 2.6 -4.1 2.6
C 2.6 -1.4 1.1
N -2.2 0.6 0.1
N -2.4 -0.8 0.4
N -0.7 1.0 2.4
N -1.0 2.2 1.0
O -1.4 1.2 -2.5
H -1.2 0.1 -0.8
H -0.1 1.1 -0.7
H -0.4 -0.1 -0.2
H 0.8 2.1 -0.9
H 2.2 0.6 -0.8
H -0.2 -0.2 -0.9
H 1.2 -0.5 -0.8
H 0.3 -1.8 -0.1